The following is a DFT calculation (ωB97M-V/def2-TZVPD) of an isolated molecule of C3H3BrO in a non-equilibrium geometry.

Geometry as XYZ:
```
8
C3H3BrO ωB97M-V/def2-TZVPD
C -0.15009 0.50944 0.39862
C -0.80104 1.79666 -0.11045
C 0.35763 -0.53423 -0.55631
O -1.52637 0.83476 0.33008
Br 0.65149 -0.21438 2.31384
H 0.31706 -1.52157 -0.09617
H 1.39209 -0.31915 -0.81248
H -0.24078 -0.55154 -1.46713
```

Summary:
- HOMO: -10.2 eV
- Relative energy (zero: lowest compared OMol25 entry of this formula, charge and spin): 75.0 kcal per mole



The following is a DFT calculation (ωB97M-V/def2-TZVPD) of an isolated molecule of C3H3BrO2 in a non-equilibrium geometry.

Geometry as XYZ:
```
9
C3H3BrO2 ωB97M-V/def2-TZVPD
O -2.19768 0.52460 -0.75250
C -1.35780 0.56723 0.04562
O -1.08692 0.29862 1.31064
C -0.01846 0.66061 0.47419
C 0.93938 -0.73708 -0.14764
Br 0.60610 -0.56837 -1.96637
H 0.61478 1.58021 0.71399
H 0.48254 -1.69231 0.29635
H 2.01806 -0.63350 0.02572
```

Summary:
- HOMO: -10.1 eV
- Structure (SMILES): O=C1O[C@H]1CBr
- Relative energy (zero: lowest compared OMol25 entry of this formula, charge and spin): 45.4 kcal per mole



The following is a DFT calculation (ωB97M-V/def2-TZVPD) of the ion C3H3BrO3P with charge -1 in a non-equilibrium geometry.

Geometry as XYZ:
```
11
C3H3BrO3P ωB97M-V/def2-TZVPD
C 0.35793 -0.69275 0.89628
C -2.15812 1.20582 -1.11379
C -1.31664 0.50561 -1.84075
O 0.87052 -1.79720 0.07577
O -1.52211 -2.70239 -0.18852
O -0.49369 -0.63386 -1.56139
P -0.70160 -1.49795 -0.23087
Br -2.81355 0.16444 0.40685
H 0.43764 -0.94806 1.92329
H -0.89146 0.98804 -2.86418
H 0.69381 0.30247 0.53939
```

Summary:
- HOMO: -3.7 eV
- Charge: -1



The following is a DFT calculation (ωB97M-V/def2-TZVPD) of a structure of composition C3H3CaO in a non-equilibrium geometry.

Geometry as XYZ:
```
8
C3H3CaO ωB97M-V/def2-TZVPD
H -1.63608 0.45627 -0.92459
O 0.11962 1.26507 0.04500
C -1.05437 0.23213 -0.01957
C 0.00963 -0.79061 -0.11404
C 0.97870 0.18624 -0.09795
H -1.67457 0.26504 0.88657
H 0.05250 -1.86040 0.07490
Ca 3.20458 0.24627 0.14969
```

Summary:
- HOMO: -11.6 eV
- Relative energy (zero: lowest compared OMol25 entry of this formula, charge and spin): 0.0 kcal per mole
- Charge: +1



The following is a DFT calculation (ωB97M-V/def2-TZVPD) of an isolated molecule of C3H3Cl in a non-equilibrium geometry.

Geometry as XYZ:
```
7
C3H3Cl ωB97M-V/def2-TZVPD
C 0.61235 0.60746 -0.37798
C -1.25825 -0.42105 0.64713
C 0.07232 -0.17789 0.61794
Cl -1.77443 -1.28179 -0.66113
H 0.12805 0.75406 -1.26932
H 1.59646 0.95919 -0.50494
H 0.62349 -0.43999 1.54830
```

Summary:
- HOMO: -8.5 eV
- Relative energy (zero: lowest compared OMol25 entry of this formula, charge and spin): 50.8 kcal per mole



The following is a DFT calculation (ωB97M-V/def2-TZVPD) of a cluster of 2 separate species, C3H3Cl in total in a non-equilibrium geometry.

Geometry as XYZ:
```
7
C3H3Cl ωB97M-V/def2-TZVPD
C 0.50455 0.25134 -0.79268
C 0.55763 0.58939 0.48765
C -0.47774 -0.40210 0.04724
Cl -0.46722 -2.07108 0.40103
H 1.18528 0.32961 -1.55551
H 0.83431 0.92771 1.36602
H -2.13681 0.37513 0.04627
```

Summary:
- HOMO: -9.0 eV
- Relative energy (zero: lowest compared OMol25 entry of this formula, charge and spin): 87.5 kcal per mole



The following is a DFT calculation (ωB97M-V/def2-TZVPD) of an isolated molecule of C3H3Cl2F in a non-equilibrium geometry.

Geometry as XYZ:
```
9
C3H3Cl2F ωB97M-V/def2-TZVPD
F 0.42168 -2.49661 0.12134
C 0.00241 -1.22789 0.19503
Cl -1.63304 -1.18574 0.26972
C 0.77620 -0.18763 0.25746
C 0.19414 1.17715 0.32549
Cl 0.98070 2.43503 -0.70520
H 1.87140 -0.28362 0.20808
H -0.79886 1.25051 0.07133
H 0.38559 1.69496 1.36400
```

Summary:
- HOMO: -9.9 eV
- Structure (SMILES): F/C(Cl)=C/CCl
- Relative energy (zero: lowest compared OMol25 entry of this formula, charge and spin): 8.3 kcal per mole



The following is a DFT calculation (ωB97M-V/def2-TZVPD) of a cluster of 2 separate species, C3H3Cl2NO in total in a non-equilibrium geometry.

Geometry as XYZ:
```
10
C3H3Cl2NO ωB97M-V/def2-TZVPD
C 1.62612 0.99922 0.12815
N 1.83557 -0.04379 -0.30108
O 1.97738 -1.18490 -0.65411
H 1.57201 2.06304 0.21646
C -1.07827 0.25956 0.57807
C -1.09746 -0.66277 -0.31549
Cl -0.98134 -2.23553 0.22891
Cl -1.61940 -0.52391 -1.94893
H -0.97724 -0.00619 1.62312
H -1.25738 1.33527 0.44489
```

Summary:
- HOMO: -9.3 eV
- Structure (SMILES): C#[N+][O-].C=C(Cl)Cl
- Relative energy (zero: lowest compared OMol25 entry of this formula, charge and spin): 89.6 kcal per mole



The following is a DFT calculation (ωB97M-V/def2-TZVPD) of an isolated molecule of C3H3ClF2 in a non-equilibrium geometry.

Geometry as XYZ:
```
9
C3H3ClF2 ωB97M-V/def2-TZVPD
C 2.26581 -0.64496 0.07090
C 1.17354 -0.37236 -0.61876
C -0.05069 0.31881 -0.01968
F -0.40470 1.32291 -0.82742
F 0.25552 0.81572 1.16354
Cl -1.50187 -0.76166 0.07272
H 3.16757 -1.13296 -0.34420
H 2.23855 -0.29010 1.11248
H 1.13638 -0.68537 -1.62429
```

Summary:
- HOMO: -10.8 eV
- Structure (SMILES): C=CC(F)(F)Cl
- Relative energy (zero: lowest compared OMol25 entry of this formula, charge and spin): 4.1 kcal per mole



The following is a DFT calculation (ωB97M-V/def2-TZVPD) of an isolated molecule of C3H3ClF2 in a non-equilibrium geometry.

Geometry as XYZ:
```
9
C3H3ClF2 ωB97M-V/def2-TZVPD
F -1.45739 -1.04682 -0.42892
C -0.06411 -1.01260 -0.51950
C 0.40209 0.11374 0.12121
F 1.54482 0.37990 -0.53597
C -0.23792 1.03136 0.89065
Cl 0.21221 2.67241 1.35949
H 0.16238 -0.92443 -1.59886
H 0.62810 -2.00218 -0.31324
H -1.19018 0.78861 1.02513
```

Summary:
- HOMO: -9.6 eV
- Structure (SMILES): FC/C(F)=C/Cl
- Relative energy (zero: lowest compared OMol25 entry of this formula, charge and spin): 41.6 kcal per mole



The following is a DFT calculation (ωB97M-V/def2-TZVPD) of a cluster of 2 separate species, C3H3ClF2OS in total in a non-equilibrium geometry.

Geometry as XYZ:
```
11
C3H3ClF2OS ωB97M-V/def2-TZVPD
C -1.22168 0.13795 0.04852
C -0.27770 -0.87554 -0.64918
C 1.84629 0.32505 -0.14322
H -0.13282 -0.64571 -1.62839
H -0.62174 -1.95893 -0.54219
H 1.09069 1.60366 -0.35845
O 1.11623 -0.99306 -0.02704
F -1.20092 1.42333 -0.32473
F -0.93019 -0.10028 1.39838
S 3.57716 0.14361 0.01933
Cl -2.90600 -0.16379 -0.16255
```

Summary:
- HOMO: -9.2 eV
- Relative energy (zero: lowest compared OMol25 entry of this formula, charge and spin): 75.6 kcal per mole



The following is a DFT calculation (ωB97M-V/def2-TZVPD) of an isolated molecule of C3H3ClFNO in a non-equilibrium geometry.

Geometry as XYZ:
```
10
C3H3ClFNO ωB97M-V/def2-TZVPD
O 1.83683 -1.39867 0.10834
C 1.19360 -0.41795 0.08123
N 1.45923 0.76045 -0.61011
C 0.19603 1.53366 -0.06255
C -0.26797 0.11395 0.24891
F -0.81965 0.06466 1.54760
Cl -1.55768 -0.45026 -0.65769
H 2.36299 1.20894 -0.97307
H 0.45089 2.33818 0.80854
H -0.59560 2.01358 -0.78468
```

Summary:
- HOMO: -10.5 eV
- Structure (SMILES): O=C1NC[C@@]1(F)Cl
- Relative energy (zero: lowest compared OMol25 entry of this formula, charge and spin): 32.5 kcal per mole